Here is C42H43N8PS5Ti as an isolated structure from OMol25. Energies are from ωB97M-V/def2-TZVPD.

Properties
**HOMO-LUMO gap**: 6.58 eV
**HOMO level**: -12.6 eV
**E_LUMO**: -6.04 eV
**Max |F|**: 0.585 eV Å⁻¹
**Charge**: +2

Geometry as XYZ:
```
100
Properties=species:S:1:pos:R:3:lowdin_charge:R:1
Ti -0.141 -1.182 -0.319 0.4043
S -0.347 -3.502 0.167 0.4618
S 0.799 2.714 1.131 0.6944
S 0.069 0.786 -1.882 0.6935
S -1.799 -1.889 -2.103 0.3688
S 4.552 -1.635 -0.409 1.1570
P -1.683 -3.762 -1.362 0.2748
N 2.952 0.073 0.821 0.1472
N 2.055 2.138 -3.123 -0.1011
N 1.971 -1.434 -0.711 -0.0582
N -1.936 -0.080 0.421 -0.0769
N 0.428 5.348 1.066 -0.2112
N 2.191 0.031 -3.525 0.1118
N -6.566 1.851 2.290 0.2059
N 2.619 4.672 1.249 -0.2118
C 3.793 -2.635 -1.615 -0.4568
C 0.261 -0.994 1.610 -0.1865
C -5.557 -3.970 -0.159 -0.0586
C -5.572 1.440 1.889 -0.1480
C -0.996 5.147 1.288 -0.0801
C -2.739 -0.837 1.190 -0.1227
C -4.326 0.922 1.389 -0.1867
C 0.510 -0.819 2.793 -0.0473
C -2.307 1.173 0.149 -0.1387
C -1.259 -5.923 -4.747 -0.0543
C 0.763 6.630 0.455 -0.0425
C 0.197 -6.913 -3.100 -0.0614
C 3.008 -0.929 -0.045 -0.6516
C -0.344 -6.903 -4.378 -0.0540
C -3.494 1.713 0.613 0.0326
C 1.945 -1.203 4.739 -0.0257
C 1.647 -3.037 -2.607 -0.0887
C 2.423 -2.383 -1.656 -0.3410
C 1.496 0.948 -2.837 -0.6351
C 1.617 3.446 -2.642 -0.0020
C 3.040 5.830 2.040 -0.0385
C -1.096 -4.964 -2.550 -0.4088
C -1.642 -4.955 -3.834 -0.0755
C -4.581 -6.153 0.134 -0.0506
C -0.037 0.175 4.952 -0.0224
C -3.939 -0.381 1.688 0.0301
C 4.405 -3.533 -2.476 -0.0603
C 1.378 -0.212 6.851 -0.0561
C 3.201 0.631 -4.244 -0.0212
C 2.254 -3.927 -3.481 -0.0520
C -0.173 -5.939 -2.184 -0.1091
C -4.349 -3.492 -0.646 -0.1047
C 1.306 4.328 1.150 -0.7542
C 3.621 -4.183 -3.415 -0.0516
C 3.109 1.954 -3.998 -0.0155
C 2.224 -0.998 6.079 -0.0615
C 0.811 -0.617 4.170 -0.2455
C -5.671 -5.295 0.233 -0.0478
C 3.662 3.680 1.078 -0.0995
C -3.255 -4.349 -0.743 -0.3784
C 0.250 0.373 6.290 -0.0593
C -3.376 -5.685 -0.357 -0.0684
H -0.909 0.628 4.499 0.1164
H -2.537 -6.366 -0.441 0.1123
H -1.628 1.779 -0.430 0.0258
H 3.886 3.172 2.023 0.0942
H 0.587 -2.843 -2.700 0.0363
H -2.393 -1.838 1.409 0.0972
H -0.404 0.983 6.898 0.1126
H 1.103 3.973 -3.445 0.1095
H -0.055 -7.663 -5.092 0.1165
H 3.587 6.558 1.439 0.0989
H 3.357 2.932 0.351 0.0397
H -6.411 -3.308 -0.095 0.1145
H -4.675 -7.188 0.434 0.1173
H -1.153 4.307 1.957 0.0531
H 4.568 4.184 0.737 0.0972
H -2.364 -4.199 -4.123 0.1097
H 1.982 -0.957 -3.500 0.1274
H 0.265 -5.939 -1.193 0.0941
H 3.692 5.482 2.843 0.0993
H -4.553 -1.028 2.298 0.1373
H 2.589 -1.824 4.129 0.1171
H 3.879 0.071 -4.862 0.1342
H 3.690 2.782 -4.363 0.1390
H 0.022 6.846 -0.317 0.0976
H 0.954 3.304 -1.792 0.0362
H 1.598 -0.058 7.899 0.1142
H 2.113 0.625 0.978 -0.0095
H 1.638 -4.435 -4.214 0.1128
H -1.681 -5.920 -5.743 0.1164
H 0.909 -7.677 -2.816 0.1169
H 3.097 -1.455 6.525 0.1124
H 4.076 -4.885 -4.100 0.1178
H 1.744 6.581 -0.009 0.0867
H -4.261 -2.462 -0.967 0.0734
H -6.615 -5.668 0.606 0.1174
H -3.755 2.732 0.368 0.1328
H -1.516 4.957 0.345 0.0906
H 3.785 0.371 1.299 0.1145
H 2.494 4.008 -2.330 0.1014
H 0.749 7.446 1.179 0.0994
H 5.470 -3.716 -2.422 0.1212
H 2.177 6.311 2.491 0.0888
H -1.405 6.054 1.733 0.0986
```